The following is a DFT calculation (wB97M-V/def2-TZVPD) of C52H63AsN2O5SiTi as an isolated structure in a non-equilibrium geometry.

## Properties
Total charge: +2
HOMO-LUMO gap, eV: 7.113
Multiplicity: 1
HOMO, eV: -12.620
Energy relative to the best compared isomer or geometry (same formula, charge and spin), kcal/mol: 1.39
Largest force on an atom, eV/A: 1.1

The geometry in XYZ format:
```
125
Properties=species:S:1:pos:R:3:forces:R:3:mulliken_charge:R:1
Ti -0.7239 0.8605 0.6137 -0.1 0.4 1.0 0.63
C -2.3219 2.9513 2.8321 0.1 0.1 0.0 -1.30
C -2.9450 1.6061 3.1388 0.0 -0.1 0.1 -0.81
O -2.0368 0.5361 2.9455 0.1 -0.2 0.0 -0.23
C -1.2716 0.1177 4.0745 -0.2 0.0 0.0 -0.14
C -0.0886 1.0209 4.3066 0.2 0.0 0.0 -1.11
O 0.4702 1.2596 3.0294 0.1 0.0 -0.1 1.16
C 1.7210 1.9184 3.0471 0.0 -0.1 0.1 -1.46
C 2.1421 2.0763 1.5999 -0.1 0.1 -0.1 0.72
O 0.9897 2.2992 0.7490 -0.1 0.0 -0.1 -0.36
C 0.5709 3.6822 0.7009 0.2 -0.1 0.1 0.24
C -0.5008 3.9473 1.7208 -0.1 0.0 0.1 -1.26
O -1.4013 2.8315 1.7396 -0.2 0.0 -0.4 0.30
H -1.7722 3.3351 3.6926 0.0 0.0 0.0 0.65
H -3.1002 3.6731 2.5749 0.0 0.1 0.0 0.45
H -3.7903 1.4135 2.4814 0.0 0.0 0.0 0.22
H -3.3197 1.6162 4.1650 0.0 0.0 0.0 0.62
H -0.9162 -0.8791 3.8237 0.0 0.0 0.0 -0.54
H -1.8992 0.0542 4.9658 0.0 0.0 0.0 0.66
H 0.6295 0.5152 4.9602 0.0 0.0 0.0 0.64
H -0.3612 1.9714 4.7773 0.0 0.0 0.0 0.26
H 2.4742 1.3182 3.5677 0.0 0.0 0.0 0.50
H 1.6304 2.8773 3.5672 0.0 0.0 0.0 0.39
H 2.6371 1.1892 1.2235 0.0 0.0 0.0 -0.75
H 2.8244 2.9150 1.4753 0.1 0.0 0.0 0.70
H 0.2188 3.8598 -0.3023 0.0 0.0 -0.1 -0.76
H 1.4293 4.3283 0.8773 0.0 0.0 0.0 0.81
H -1.0342 4.8615 1.4485 0.0 0.0 0.0 0.70
H -0.0971 4.0692 2.7278 0.0 0.0 0.0 0.39
C -4.6351 -0.7847 0.9067 -0.1 0.0 -0.1 -1.62
C -3.4927 -0.5452 -0.0202 0.5 0.1 0.5 -0.01
N -3.5387 -0.9624 -1.2475 -0.1 -0.1 -0.3 0.37
O -2.4646 0.0636 0.4255 -0.2 0.3 -0.4 1.08
H -5.0480 -1.7831 0.7638 0.0 0.0 0.0 0.56
H -5.4139 -0.0493 0.6888 0.0 0.0 0.0 0.34
H -4.3031 -0.6684 1.9340 0.0 0.0 0.0 0.14
H -4.3412 -1.4772 -1.5765 0.0 0.0 0.0 0.28
H -2.7553 -0.8338 -1.8862 -0.1 0.0 0.1 -0.64
C -6.0128 3.4358 -1.4933 0.0 0.0 0.0 -0.92
C -5.4418 2.9624 -0.3217 0.1 0.0 -0.1 -0.72
C -4.1281 2.5012 -0.3269 0.0 0.1 0.0 0.68
C -3.3515 2.5018 -1.4874 -0.1 0.0 0.1 0.04
C -3.9454 3.0133 -2.6512 0.0 0.0 0.0 -0.41
C -5.2572 3.4634 -2.6593 0.0 0.0 0.0 -0.94
Si -1.5279 2.0253 -1.6525 -0.1 0.1 -0.2 2.69
C -0.7645 3.6625 -2.2076 0.0 0.1 0.0 -0.38
C 0.3317 3.7550 -3.0703 0.0 0.1 0.1 -0.37
C 0.8239 4.9906 -3.4804 0.0 -0.1 0.0 -0.91
C 0.2307 6.1606 -3.0329 0.0 0.0 0.0 -0.72
C -0.8635 6.0944 -2.1770 0.0 0.0 0.0 -1.00
C -1.3526 4.8611 -1.7729 0.0 0.0 -0.1 0.10
C -1.3602 0.8532 -3.1154 0.0 -0.1 -0.1 1.46
C -0.0863 0.4961 -3.5761 -0.1 0.1 -0.1 -0.90
C 0.0883 -0.2803 -4.7119 0.0 0.0 0.0 -0.49
C -1.0198 -0.7410 -5.4123 0.0 0.0 0.0 -1.00
C -2.2937 -0.4053 -4.9784 0.0 0.0 0.1 -0.84
C -2.4597 0.3906 -3.8480 0.1 -0.1 -0.1 0.06
H -7.0340 3.7949 -1.4981 0.0 0.0 0.0 0.43
H -6.0163 2.9613 0.5974 0.0 0.0 0.0 0.51
H -3.7007 2.1612 0.6064 0.0 0.0 -0.1 -0.53
H -3.3695 3.0740 -3.5696 0.0 0.0 0.0 0.56
H -5.6877 3.8472 -3.5764 0.0 0.0 0.0 0.50
H 0.8104 2.8633 -3.4499 0.0 0.0 0.0 0.28
H 1.6673 5.0355 -4.1584 0.0 0.0 0.0 0.48
H 0.6084 7.1213 -3.3595 0.0 0.0 0.0 0.42
H -1.3443 7.0041 -1.8393 0.0 0.0 0.0 0.49
H -2.2228 4.8327 -1.1240 0.0 0.0 0.0 0.58
H 0.7923 0.8198 -3.0330 -0.1 0.0 0.0 -0.37
H 1.0869 -0.5325 -5.0489 0.0 0.0 0.0 0.54
H -0.8897 -1.3483 -6.2994 0.0 0.0 0.0 0.44
H -3.1614 -0.7441 -5.5315 0.0 0.0 0.0 0.49
H -3.4656 0.6655 -3.5494 0.0 0.0 0.0 0.39
C 7.4834 -0.4017 -0.5535 -0.1 0.0 0.0 -1.60
C 6.0469 -0.5992 -0.1499 0.0 0.0 0.0 0.29
C 5.0042 -0.1369 -0.9376 0.1 0.1 -0.1 -0.91
C 3.6687 -0.2974 -0.5817 0.0 0.0 -0.2 1.05
C 2.6422 0.2130 -1.5613 0.0 0.0 0.1 -1.11
C 3.3555 -0.9535 0.6112 0.0 -0.1 0.1 0.13
As 1.5843 -1.2656 1.4179 0.2 0.0 0.1 1.24
N 0.1396 -0.7052 0.1795 -0.3 -0.6 0.1 0.26
C -0.5718 -1.8459 -0.3863 0.1 0.4 0.2 1.19
C -1.3205 -2.6808 0.4438 0.0 0.0 0.0 -0.32
C -1.9939 -3.7699 -0.0805 0.0 0.0 -0.1 -1.10
C -1.9345 -4.0397 -1.4470 0.0 0.0 0.1 -1.28
C -1.1922 -3.2095 -2.2716 0.0 0.0 0.0 -0.85
C -0.5103 -2.1167 -1.7398 0.0 -0.1 -0.1 -0.82
C 1.5242 -3.1921 1.2649 0.0 0.0 -0.1 1.27
C 1.1619 -3.8920 2.4276 0.1 -0.1 0.0 0.59
C 0.6468 -3.2390 3.6887 0.0 0.0 0.0 -1.64
C 1.2618 -5.2778 2.4348 0.0 -0.1 0.0 -1.10
C 1.7008 -5.9901 1.3267 0.0 -0.1 0.0 0.58
C 1.8099 -7.4902 1.3527 0.0 0.0 0.0 -1.66
C 2.0290 -5.2754 0.1824 -0.1 0.0 -0.1 -0.61
C 1.9446 -3.8909 0.1192 0.0 -0.1 0.0 0.56
C 2.2943 -3.2627 -1.2060 0.2 0.0 0.1 -0.92
C 4.3985 -1.3924 1.4568 0.1 0.0 0.0 0.09
C 4.1983 -2.0628 2.8016 -0.1 0.0 -0.1 -1.71
C 5.7161 -1.2179 1.0477 0.0 0.0 0.1 -1.00
H 7.5773 -0.2643 -1.6300 0.0 0.0 0.0 0.40
H 8.0964 -1.2536 -0.2606 0.0 0.0 0.0 0.41
H 7.9018 0.4828 -0.0684 0.0 0.0 0.0 0.29
H 5.2308 0.3643 -1.8742 0.0 0.0 0.0 0.49
H 2.9953 1.1294 -2.0360 0.0 0.0 0.0 0.93
H 1.6753 0.4142 -1.1026 0.2 0.0 -0.1 -0.43
H 2.4766 -0.5201 -2.3577 0.0 0.0 0.0 0.55
H -1.3701 -2.4698 1.5053 0.0 0.0 0.0 0.47
H -2.5537 -4.4211 0.5800 0.0 0.0 0.0 0.53
H -2.4509 -4.8988 -1.8564 0.0 0.0 0.0 0.49
H -1.1222 -3.4116 -3.3335 0.0 0.0 0.0 0.48
H 0.0909 -1.4914 -2.3784 0.0 0.0 0.0 0.07
H 1.1769 -2.3235 3.9490 0.0 0.0 0.0 0.09
H 0.7381 -3.9242 4.5299 0.0 0.0 0.0 0.57
H -0.4162 -2.9953 3.5939 0.0 0.0 0.0 0.25
H 0.9978 -5.8167 3.3389 0.0 0.0 0.0 0.37
H 1.5700 -7.8929 2.3356 0.0 0.0 0.0 0.40
H 2.8196 -7.8099 1.0909 0.0 0.0 0.0 0.37
H 1.1302 -7.9399 0.6267 0.0 0.0 0.0 0.34
H 2.3551 -5.8136 -0.7033 0.0 0.0 0.0 0.53
H 1.8261 -3.8308 -2.0112 0.0 0.0 0.0 0.63
H 3.3747 -3.2762 -1.3702 0.0 0.0 0.0 0.50
H 1.9618 -2.2363 -1.2904 0.0 0.0 0.1 -1.32
H 4.0637 -3.1397 2.6954 0.0 0.0 0.0 0.27
H 3.3370 -1.6840 3.3542 -0.1 0.0 0.0 0.11
H 5.0724 -1.8955 3.4296 0.0 0.0 0.0 0.59
H 6.5097 -1.5706 1.6997 0.0 0.0 0.0 0.52
```
Forces are in eV/Å.